# C14H12FORuS9

A structure of composition C14H12FORuS9 (ωB97M-V with the def2-TZVPD basis set, the OMol25 dataset).

Cartesian coordinates (Å):
Ru: -0.043 1.018 -0.515
S: 1.140 1.826 3.846
C: 0.825 1.537 2.248
S: 1.428 0.225 1.294
S: -0.211 2.532 1.244
S: -3.247 0.821 -7.051
C: -2.622 0.889 -5.488
S: -2.281 -0.506 -4.529
C: -1.624 0.312 -3.143
C: -1.601 1.677 -3.198
S: -0.988 2.649 -1.912
S: -2.258 2.370 -4.659
S: -1.119 -0.555 -1.720
O: -1.663 -1.236 1.364
S: -0.797 -2.135 2.150
C: -1.941 -3.250 3.075
C: -2.397 -2.485 4.306
C: -1.114 -1.887 4.874
C: -0.387 -1.242 3.704
H: -1.389 -4.153 3.349
H: -2.731 -3.509 2.372
H: -2.916 -3.126 5.024
H: -3.081 -1.688 4.005
H: -0.507 -2.690 5.308
H: -1.300 -1.158 5.665
H: 0.691 -1.161 3.810
H: -0.757 -0.237 3.499
F: 5.052 1.741 -3.983
C: 3.918 1.540 -3.236
C: 3.813 2.132 -1.996
C: 2.658 1.918 -1.253
C: 1.593 1.131 -1.712
C: 1.757 0.564 -2.981
C: 2.906 0.755 -3.742
H: 4.616 2.752 -1.617
H: 2.586 2.388 -0.278
H: 0.979 -0.058 -3.405
H: 3.011 0.298 -4.719

Results
ΔE to the lowest compared entry with this formula, charge and spin: 13.09 kcal per mole
Largest force on an atom: 0.018 hartree/bohr
Net charge: -2
⟨S²⟩: 0.759
2S+1: 2

# C14H12N3O

The ion C14H12N3O with charge +1 in a non-equilibrium geometry (ωB97M-V with the def2-TZVPD basis set, the OMol25 dataset).

Cartesian coordinates (Å):
O: -4.911 -0.901 1.199
C: -3.827 -0.380 0.621
C: -3.882 0.400 -0.536
C: -2.723 0.911 -1.085
C: -1.501 0.645 -0.486
C: -1.428 -0.124 0.664
C: -2.586 -0.634 1.212
H: -2.555 -1.233 2.107
H: -0.484 -0.325 1.143
N: -0.287 1.224 -1.121
H: -0.144 0.779 -2.037
H: -0.462 2.231 -1.267
C: 0.965 1.169 -0.335
N: 1.256 2.303 0.229
C: 2.389 2.356 0.953
N: 3.217 1.371 1.113
C: 2.943 0.194 0.529
C: 3.834 -0.888 0.680
C: 3.553 -2.088 0.087
C: 2.382 -2.266 -0.673
C: 1.490 -1.243 -0.845
C: 1.751 0.010 -0.253
H: 0.588 -1.399 -1.418
H: 2.188 -3.227 -1.123
H: 4.234 -2.918 0.199
H: 4.723 -0.730 1.268
H: 2.613 3.302 1.423
H: -2.780 1.516 -1.978
H: -4.833 0.611 -1.002
H: -5.725 -0.666 0.733

Results
ΔE to the lowest compared entry with this formula, charge and spin: 0.00 kcal per mole
Largest force on an atom: 0.020 hartree/bohr
SMILES string: Oc1ccc([NH2+]c2ncnc3ccccc23)cc1
Net charge: +1

# C14H13Cl2N4RhS2

A structure of composition C14H13Cl2N4RhS2 (ωB97M-V with the def2-TZVPD basis set, the OMol25 dataset).

Cartesian coordinates (Å):
Rh: -0.521 -0.618 -0.373
C: -2.766 2.978 1.343
C: -1.863 2.014 0.642
N: -2.148 0.790 0.422
N: -3.365 0.275 0.754
C: -3.740 -0.887 0.163
N: -4.954 -1.332 0.427
S: -2.713 -1.724 -0.898
C: -0.578 2.449 0.031
C: -0.158 3.761 0.054
C: 0.988 4.119 -0.650
C: 1.672 3.152 -1.357
C: 1.202 1.848 -1.318
N: 0.109 1.500 -0.641
H: -3.320 2.499 2.149
H: -3.479 3.414 0.637
H: -2.207 3.792 1.794
H: -4.020 0.825 1.291
H: -5.606 -0.844 1.022
H: -5.260 -2.200 0.013
H: -0.713 4.513 0.594
H: 1.329 5.146 -0.646
H: 2.557 3.390 -1.930
H: 1.718 1.057 -1.845
Cl: 1.832 -0.710 0.810
C: 2.619 -2.171 0.269
C: 3.933 -2.332 0.582
C: 4.581 -3.513 0.183
C: 3.910 -4.506 -0.504
C: 2.572 -4.344 -0.816
Cl: 1.774 -5.579 -1.669
C: 1.870 -3.152 -0.445
S: 0.238 -2.983 -0.845
H: 4.465 -1.570 1.134
H: 5.627 -3.645 0.424
H: 4.417 -5.413 -0.803

Results
Total energy: -70396.881 eV
Largest force on an atom: 0.011 hartree/bohr
Net charge: +2
⟨S²⟩: 6.033
2S+1: 5